1.
The following is a quantum chemistry calculation of a structure of composition C14H14Cl3GeNORh, from OMol25.

The molecular weight comes out at 494.15 g/mol. As for the expectation value of S²: 0.9989. The HOMO-LUMO gap (alpha / beta) is 6.4 / 6.1 eV. As for the LUMO energy (alpha / beta): -1.07 / -1.51 eV.

Structure (ORCA input):
```
! wB97M-V def2-TZVPD RIJCOSX def2/J DEFGRID3
* xyz 0 2
Rh -0.341 0.660 0.734
Ge -0.496 0.491 3.122
Cl -2.270 1.018 4.317
Cl 0.135 -1.407 4.009
Cl 1.012 1.906 3.886
O -2.276 2.995 0.210
N -0.844 -1.254 -0.166
C 0.226 -1.808 -0.863
C 2.624 -1.523 -1.534
C -3.335 2.073 0.031
C -1.153 -3.717 -1.409
C 0.039 -3.053 -1.499
C 1.549 0.138 -0.107
C -1.022 2.555 0.113
C 3.784 -0.794 -1.462
C -2.191 -3.166 -0.623
C 2.735 0.845 -0.046
C 3.861 0.388 -0.718
C -1.974 -1.948 -0.027
C 1.458 -1.087 -0.859
C -0.004 3.643 0.229
H 2.612 -2.437 -2.112
H 0.869 3.399 -0.376
H 4.664 -1.145 -1.980
H -2.742 -1.485 0.583
H -3.130 -3.683 -0.510
H -1.307 -4.654 -1.918
H 2.799 1.743 0.556
H 4.793 0.927 -0.656
H -4.005 2.143 0.891
H -0.419 4.600 -0.089
H 0.850 -3.483 -2.065
H 0.323 3.736 1.270
H -3.884 2.338 -0.878
H -2.940 1.047 -0.058
*
```

Löwdin population analysis, charges in e, atoms 1 to 2: 0.61 -0.35

2.
The following is a quantum chemistry calculation of a cluster of 2 separate species, C14H14Cl3O2P2 in total, from OMol25.

The value obtained for the energy above the lowest of the compared OMol25 structures with the same formula, charge and spin is 0.0 kcal per mole. The molecular weight comes out at 382.57 g/mol. The HOMO-LUMO gap is 6.4 eV. As for the LUMO energy: -4.95 eV.

Structure (ORCA input):
```
! wB97M-V def2-TZVPD RIJCOSX def2/J DEFGRID3
* xyz 1 1
Cl 0.589 -6.247 4.148
Cl -0.128 -4.906 1.304
Cl -0.275 -1.883 -0.620
P 1.142 -0.064 -3.234
P -0.442 -0.094 -1.670
O -4.085 1.185 -1.308
O 2.485 0.127 -2.603
C -0.355 4.200 -2.098
C -2.190 3.157 -0.064
C -2.163 0.090 -2.358
C 2.152 -4.104 4.513
C -1.169 3.044 -2.425
C 2.432 -2.323 2.924
C -0.439 4.832 -0.791
C -2.075 2.551 -1.378
C 2.732 -2.896 4.153
C -2.947 1.286 -1.640
C 1.551 -2.957 2.061
C 1.271 -4.743 3.648
C 0.968 -4.166 2.421
C -1.349 4.311 0.209
H -2.742 -0.844 -2.133
H -0.063 0.916 -0.746
H -1.410 4.767 1.218
H 2.391 -4.547 5.472
H 1.149 -1.302 -3.957
H 2.886 -1.381 2.638
H -2.871 2.727 0.698
H 0.845 1.067 -4.052
H -1.086 2.539 -3.415
H -2.108 0.257 -3.471
H 0.194 5.708 -0.542
H 3.417 -2.402 4.830
H 0.371 4.601 -2.836
H 1.319 -2.506 1.103
*
```

Löwdin population analysis, charges in e, atoms 1 to 2: 0.70 0.66

3.
The following is a quantum chemistry calculation of a structure of composition C14H14F5O6Rh, from OMol25.

The value obtained for the energy above the lowest of the compared OMol25 structures with the same formula, charge and spin is 0.0 kcal per mole. The molecular weight comes out at 476.16 g/mol. The HOMO-LUMO gap is 7.4 eV. As for the LUMO energy: -1.15 eV.

Structure (ORCA input):
```
! wB97M-V def2-TZVPD RIJCOSX def2/J DEFGRID3
* xyz 0 1
Rh -0.885 -0.087 0.870
F 4.700 -1.908 -3.276
F 4.195 0.753 -2.981
F 2.399 1.611 -1.162
F 3.367 -3.698 -1.705
F 1.579 -2.861 0.110
O -2.727 0.242 1.605
O 0.686 3.818 -0.064
O -3.947 1.490 2.986
O -0.683 2.048 -0.188
O 1.102 -0.127 0.458
O -0.424 1.519 2.405
C 2.635 0.290 -1.280
C 3.813 -1.486 -2.370
C -1.804 -0.762 -0.838
C 1.931 -0.589 -0.446
C -0.899 -1.717 1.577
C 2.225 -1.942 -0.633
C 0.481 2.461 1.866
C -0.822 -1.117 -1.926
C 3.555 -0.135 -2.217
C -2.897 1.199 2.458
C 3.137 -2.390 -1.570
C -1.697 2.093 2.793
C 0.094 2.746 0.432
C -2.851 -1.824 -0.596
H -1.857 3.037 2.268
H -2.373 -2.788 -0.392
H -3.505 -1.556 0.231
H -1.365 -1.319 -2.855
H -1.802 -2.115 2.042
H 1.473 2.010 1.852
H -0.115 -0.310 -2.116
H -0.257 -2.019 -1.678
H -3.474 -1.951 -1.487
H 0.499 3.379 2.455
H -2.288 0.194 -1.068
H -0.004 -2.338 1.587
H 0.484 3.872 -1.012
H -1.679 2.275 3.865
*
```

Löwdin population analysis, charges in e, atoms 1 to 2: 1.17 0.12

4.
The following is a quantum chemistry calculation of a structure of composition C14H14FN4O2PdSi, from OMol25.

The molecular weight comes out at 423.80 g/mol. As for the expectation value of S²: 2.0148. The HOMO-LUMO gap (alpha / beta) is 7.9 / 5.9 eV. As for the LUMO energy (alpha / beta): 2.76 / 0.83 eV.

Structure (ORCA input):
```
! wB97M-V def2-TZVPD RIJCOSX def2/J DEFGRID3
* xyz -1 3
Pd -1.130 0.267 -0.354
Si 1.530 -0.231 -1.496
F -0.639 -1.182 2.244
O -2.319 1.967 -1.002
O -0.748 2.416 0.488
N -2.720 -1.066 -0.594
N -6.048 -1.917 2.060
N -6.752 -0.800 -2.301
N 0.765 -0.332 0.037
C 1.253 -0.153 1.284
C 2.456 0.489 1.580
C 2.891 0.673 2.882
C -1.665 2.757 -0.247
C -6.078 -1.030 -1.388
C -3.860 -1.194 -0.476
C 3.287 -0.891 -1.419
C 2.112 0.194 3.973
C 1.661 1.492 -2.272
C 0.574 -0.583 2.428
C 0.521 -1.191 -2.734
C 0.935 -0.470 3.736
C -5.225 -1.327 -0.311
C -5.729 -1.639 0.969
H 3.966 -0.034 -1.319
H 0.731 1.905 -2.584
H 2.557 0.330 4.933
H -0.386 -0.626 -2.975
H 1.118 -1.324 -3.631
H -2.045 3.767 -0.234
H 2.074 2.226 -1.549
H 3.115 0.852 0.788
H 3.605 -1.439 -2.277
H 3.865 1.137 3.118
H 2.342 1.438 -3.078
H 0.218 -2.131 -2.292
H 0.356 -0.891 4.524
H 3.412 -1.463 -0.510
*
```

Löwdin population analysis, charges in e, atoms 1 to 2: 0.96 0.36

5.
The following is a quantum chemistry calculation of a structure of composition C14H14IrO2S7Se2, from OMol25.

The molecular weight comes out at 788.87 g/mol. As for the expectation value of S²: 0.7696. The HOMO-LUMO gap (alpha / beta) is 4.1 / 2.8 eV. As for the LUMO energy (alpha / beta): 3.83 / 2.58 eV.

Structure (ORCA input):
```
! wB97M-V def2-TZVPD RIJCOSX def2/J DEFGRID3
* xyz -2 2
Ir 0.078 -0.872 -0.964
Se -1.612 0.313 -2.516
Se -0.282 3.267 1.160
S 1.649 1.053 -0.192
S 0.846 -1.812 1.345
S 0.123 -5.717 -2.603
S -0.991 -3.260 -1.347
S 1.826 -1.743 -2.528
S 2.194 -7.347 -4.001
S 2.541 -4.424 -3.539
O -4.213 3.742 -0.849
O -1.339 0.163 0.784
C 2.933 -1.203 2.907
C 2.551 0.374 1.116
C -2.436 1.008 0.993
C 1.649 -5.907 -3.416
C 4.444 0.629 2.607
C 2.183 -0.806 1.795
C -3.013 1.207 -1.440
C 4.051 -0.507 3.309
C 1.398 -3.386 -2.691
C -2.593 1.977 -0.184
C -3.729 2.947 0.206
C 3.691 1.064 1.540
C -1.317 2.779 -0.430
C 0.260 -3.995 -2.231
H -0.976 -0.158 1.622
H 3.965 1.961 1.004
H 4.629 -0.854 4.157
H -3.361 0.412 1.096
H -1.545 3.723 -0.940
H -0.618 2.220 -1.051
H -4.599 2.388 0.564
H -2.294 1.597 1.908
H -3.717 0.415 -1.170
H -3.504 1.885 -2.145
H 5.332 1.173 2.904
H -3.360 3.588 1.022
H -3.453 4.192 -1.239
H 2.606 -2.086 3.438
*
```

Löwdin population analysis, charges in e, atoms 1 to 2: 0.35 0.47

6.
The following is a quantum chemistry calculation of an isolated molecule of C14H14N4O5S, from OMol25.

Its SMILES is Cc1ccc([N+](=O)[O-])cc1NC(=O)Nc1ccc(S(N)(=O)=O)cc1. The value obtained for the energy above the lowest of the compared OMol25 structures with the same formula, charge and spin is 0.0 kcal per mole. The molecular weight comes out at 350.36 g/mol. The HOMO-LUMO gap is 8.6 eV. As for the LUMO energy: -0.36 eV.

Structure (ORCA input):
```
! wB97M-V def2-TZVPD RIJCOSX def2/J DEFGRID3
* xyz 0 1
S -1.092 -3.669 -3.764
O -0.007 -3.093 -4.502
O 1.994 3.056 5.064
O 2.897 4.835 4.272
O -2.396 -3.740 -4.355
O -0.915 0.310 3.254
N -0.640 -5.222 -3.298
N -0.154 0.832 1.150
N 2.275 3.800 4.151
N -1.491 -1.013 1.529
C 0.638 2.340 -1.125
C 1.863 3.822 0.475
C 1.044 2.316 2.656
C -1.207 -2.869 -2.179
C -0.078 -2.290 -1.636
C -2.408 -2.867 -1.499
C 0.640 1.954 1.378
C -0.825 0.074 2.075
C 2.266 4.196 1.742
C -2.490 -2.250 -0.266
C -1.367 -1.627 0.288
C -0.150 -1.674 -0.400
C 1.851 3.432 2.824
C 1.055 2.712 0.267
H 2.181 4.405 -0.375
H 1.022 1.359 -1.404
H 1.025 3.064 -1.837
H -0.334 0.620 0.180
H -1.342 -5.904 -3.536
H -3.266 -3.334 -1.955
H -0.449 2.326 -1.218
H -2.185 -1.399 2.155
H 0.728 1.749 3.517
H 0.845 -2.327 -2.191
H 0.261 -5.477 -3.669
H -3.423 -2.238 0.277
H 2.893 5.058 1.905
H 0.742 -1.266 0.050
*
```

Löwdin population analysis, charges in e, atoms 1 to 2: 0.62 -0.30

7.
The following is a quantum chemistry calculation of a structure of composition C14H15Cl2N3O4S2, from OMol25.

The molecular weight comes out at 424.33 g/mol. The HOMO-LUMO gap is 7.9 eV. As for the LUMO energy: -2.14 eV.

Structure (ORCA input):
```
! wB97M-V def2-TZVPD RIJCOSX def2/J DEFGRID3
* xyz 0 1
Cl -2.230 -0.694 -2.828
Cl -2.559 2.354 -2.751
S 1.503 0.127 -3.213
S 4.402 -2.569 -0.473
O 0.347 0.439 -4.058
O 0.733 -2.660 2.321
O 2.479 -0.646 -4.006
O -1.773 0.095 1.728
N 3.518 -1.647 -1.518
N 3.331 -2.845 0.799
N -0.431 -4.865 2.180
C -2.027 0.258 3.134
C 0.248 -3.933 2.113
C 2.246 -1.452 -0.977
C -0.253 -1.288 0.453
C 1.115 -0.652 -1.611
C -1.570 -1.269 1.337
C -1.159 1.755 -1.755
C -1.112 1.490 3.611
C 2.203 -2.168 0.358
C 2.350 1.730 -2.815
C -1.399 0.216 -1.457
C 0.872 -2.027 1.039
C -1.155 2.546 -0.363
C -0.161 -0.555 -0.889
H -2.408 -1.556 0.623
H 1.832 2.196 -1.919
H -2.174 0.194 -0.631
H -1.549 -2.010 2.174
H -3.089 0.598 3.288
H -1.009 1.549 4.724
H -0.189 2.003 -2.246
H -1.581 2.421 3.166
H 3.397 1.499 -2.453
H -0.123 1.371 3.074
H -0.962 3.621 -0.633
H -2.085 2.379 0.235
H -1.723 -0.611 3.776
H -0.214 2.191 0.167
H 2.362 2.414 -3.706
*
```

Löwdin population analysis, charges in e, atoms 1 to 2: 0.59 0.58

8.
The following is a quantum chemistry calculation of a structure of composition C14H15Cl5F2N4O2Pt, from OMol25.

The molecular weight comes out at 681.64 g/mol. The HOMO-LUMO gap (alpha / beta) is 5.8 / 6.2 eV. As for the LUMO energy (alpha / beta): -0.71 / -0.50 eV.

Structure (ORCA input):
```
! wB97M-V def2-TZVPD RIJCOSX def2/J DEFGRID3
* xyz 0 1
Pt 1.497 -0.794 -0.082
Cl 2.985 -2.424 0.812
Cl 0.224 1.309 2.548
Cl 4.222 -3.313 3.792
Cl 3.168 -1.518 6.225
Cl 1.128 0.841 5.599
F 3.510 -2.214 -1.400
F 1.742 -3.531 -0.587
O 0.792 -1.317 -4.119
O 1.180 -0.810 -2.012
N 0.233 0.583 -0.881
N 1.019 -0.330 -3.248
N -1.549 -0.700 -0.338
N -1.981 1.422 -1.155
C 0.773 1.840 -1.398
C -1.051 0.468 -0.818
C -0.156 3.014 -1.149
C 3.113 -2.010 3.545
C -2.891 -1.165 -0.561
C 2.196 -2.437 -1.224
C -1.518 2.678 -1.726
C 1.736 -0.167 4.322
C 1.803 -0.742 1.960
C -3.378 1.090 -1.403
C 1.326 0.057 2.996
C -3.847 0.004 -0.451
C 2.664 -1.730 2.263
C 2.640 -1.214 4.597
H -1.462 2.590 -2.817
H -0.240 3.199 -0.071
H -0.830 -1.406 -0.227
H 0.931 0.537 0.844
H -3.852 0.388 0.577
H -4.868 -0.307 -0.695
H -3.145 -1.929 0.180
H 1.619 -2.234 -2.150
H 1.733 2.034 -0.909
H -4.010 1.976 -1.272
H -2.220 3.487 -1.492
H 0.977 1.728 -2.470
H -2.960 -1.630 -1.551
H -3.492 0.758 -2.442
H 0.243 3.923 -1.611
*
```

Löwdin population analysis, charges in e, atoms 1 to 2: 1.26 1.08

9.
The following is a quantum chemistry calculation of a structure of composition C14H15F2KNO5S, from OMol25.

The molecular weight comes out at 386.44 g/mol. The HOMO-LUMO gap is 9.1 eV. As for the LUMO energy: -3.87 eV.

Structure (ORCA input):
```
! wB97M-V def2-TZVPD RIJCOSX def2/J DEFGRID3
* xyz 1 1
K 2.534 2.018 2.436
S -2.791 3.443 1.377
F 3.617 -0.078 -3.575
F -1.692 3.686 2.435
O -0.321 1.609 1.850
O 0.756 -1.047 1.698
O -2.387 4.100 0.191
O -4.281 1.695 -0.455
O -4.032 3.626 2.008
N -2.544 1.760 1.142
C 0.828 -2.145 -2.177
C 1.167 -0.580 0.430
C -2.257 0.428 -0.781
C -0.050 -0.494 -0.440
C -2.454 -0.294 -1.936
C 2.809 -0.627 -2.595
C -1.420 -1.107 -2.336
C -1.191 1.273 1.084
C 0.576 -0.724 4.050
C 1.696 -1.425 -3.224
C -0.223 -1.225 -1.608
C 1.462 -0.572 2.814
C -1.089 0.348 -0.062
C -3.197 1.340 -0.119
H 1.051 -0.718 -3.750
H 1.923 -1.246 0.019
H -3.377 -0.205 -2.487
H 1.451 -2.530 -1.373
H 2.402 -1.111 2.977
H 0.335 -2.988 -2.651
H 1.677 0.487 2.706
H 0.676 0.116 4.734
H 3.435 -1.236 -1.940
H 1.607 0.425 0.486
H -1.528 -1.679 -3.246
H 0.796 -1.644 4.581
H -0.458 -0.776 3.719
H 2.407 0.210 -2.016
H 2.087 -2.116 -3.966
*
```

Löwdin population analysis, charges in e, atoms 1 to 2: 1.03 0.66

10.
The following is a quantum chemistry calculation of a cluster of 3 separate species, C14H15F2O3P in total, from OMol25.

Its SMILES is O=COC[PH2]=O.Fc1ccccc1.Fc1ccccc1. The value obtained for the energy above the lowest of the compared OMol25 structures with the same formula, charge and spin is 5.4 kcal per mole. The molecular weight comes out at 300.24 g/mol. The HOMO-LUMO gap is 10.2 eV. As for the LUMO energy: 0.74 eV.

Structure (ORCA input):
```
! wB97M-V def2-TZVPD RIJCOSX def2/J DEFGRID3
* xyz 0 1
P 4.710 2.155 1.358
F 3.130 -1.159 1.837
F -3.221 -1.813 0.626
O 1.956 2.250 1.414
O 4.637 2.326 -0.112
O 2.334 4.426 1.677
C 3.081 1.808 2.166
C -4.888 0.178 -2.550
C -3.770 -1.159 -0.418
C -4.037 0.848 -1.680
C 0.885 -1.753 1.426
C 0.164 -2.107 -0.840
C -0.117 -2.068 0.520
C 2.448 -1.501 -0.393
C 2.072 3.535 0.986
C -3.476 0.178 -0.603
C -4.609 -1.843 -1.275
C -5.175 -1.165 -2.345
C 2.151 -1.473 0.954
C 1.445 -1.826 -1.295
H 5.305 3.249 2.038
H -2.816 0.683 0.091
H -0.619 -2.356 -1.545
H -4.813 -2.891 -1.103
H 0.690 -1.724 2.491
H 3.114 2.270 3.165
H 1.665 -1.859 -2.354
H -3.810 1.893 -1.842
H 3.451 -1.269 -0.728
H 2.966 0.735 2.330
H -1.114 -2.282 0.872
H -5.841 -1.687 -3.020
H -5.327 0.704 -3.387
H 5.510 1.012 1.633
H 1.916 3.684 -0.092
*
```

Löwdin population analysis, charges in e, atoms 1 to 2: 0.71 0.02

11.
The following is a quantum chemistry calculation of a structure of composition C14H15InNO3, from OMol25.

The molecular weight comes out at 360.10 g/mol. The HOMO-LUMO gap is 5.9 eV. As for the LUMO energy: 1.37 eV.

Structure (ORCA input):
```
! wB97M-V def2-TZVPD RIJCOSX def2/J DEFGRID3
* xyz -1 1
In 2.103 1.920 -0.812
O -1.381 0.658 1.819
O 0.765 -4.889 -3.670
O 0.911 -2.797 -3.027
N 0.407 -3.928 -2.974
C 2.062 4.227 3.154
C 0.220 0.689 -0.310
C -2.727 -4.569 -0.173
C -2.281 -5.625 -0.969
C 0.287 5.543 1.227
C -1.259 -5.418 -1.898
C -2.161 -3.300 -0.302
C -0.417 1.285 1.118
C -0.685 -4.145 -2.018
C 0.232 2.753 1.590
C -0.366 4.073 0.815
C 1.474 5.567 2.362
C 1.417 2.780 2.732
C -1.136 -3.081 -1.225
H 3.212 1.937 0.645
H -2.516 -2.481 0.320
H 1.698 3.679 -1.109
H 1.927 6.611 2.647
H 1.731 1.729 3.185
H -2.728 -6.611 -0.864
H -1.221 3.929 0.016
H -0.703 -2.087 -1.312
H 2.946 1.355 -2.292
H -0.633 0.887 -1.116
H 2.917 4.273 3.968
H -0.923 -6.252 -2.510
H -3.520 -4.736 0.554
H -0.132 6.477 0.648
H 0.479 -0.455 -0.219
*
```

Löwdin population analysis, charges in e, atoms 1 to 2: 0.18 -0.11

12.
The following is a quantum chemistry calculation of a cluster of 2 separate species, C14H15N2O3 in total, from OMol25.

The molecular weight comes out at 259.28 g/mol. The HOMO-LUMO gap is 5.3 eV. As for the LUMO energy: -4.52 eV.

Structure (ORCA input):
```
! wB97M-V def2-TZVPD RIJCOSX def2/J DEFGRID3
* xyz 1 1
O -0.882 2.345 -0.114
O -3.902 -2.177 -0.026
O 0.448 -2.265 -2.920
N -5.788 0.965 2.458
N 1.919 2.806 0.874
C 2.159 1.536 0.173
C 3.641 0.998 0.112
C -3.749 -1.016 0.431
C -1.346 -1.122 -1.549
C -1.644 0.076 -0.831
C -3.195 0.240 -0.383
C 5.507 -2.222 0.105
C -0.531 1.175 -0.452
C 3.891 -0.350 -0.630
C 1.298 -0.602 -1.272
C 1.013 0.732 -0.493
C 0.153 -1.439 -2.013
C 2.734 -1.155 -1.344
C 5.347 -1.039 -0.729
H -3.856 0.440 -1.290
H -4.089 -0.855 1.520
H 2.901 -2.139 -1.889
H 6.143 -0.638 -1.437
H -4.841 1.082 2.831
H -3.208 1.140 0.339
H -2.132 -1.907 -1.831
H 2.161 3.625 0.288
H -6.460 1.433 3.075
H 2.599 2.847 1.659
H 4.867 -3.129 -0.205
H -6.012 -0.034 2.403
H -5.839 1.378 1.521
H 4.526 1.531 0.584
H 6.163 -2.258 1.036
*
```

Löwdin population analysis, charges in e, atoms 1 to 2: 0.02 0.02